[1]
ORCA calculation (ωB97M-V/def2-TZVPD) on a molecular structure, H22HeO11.

CARTESIAN COORDINATES (ANGSTROEM)
He  -0.281560  0.164700  -0.217919
O  -1.076928  1.890757  2.144962
H  -1.821386  2.296905  1.701058
H  -0.315105  2.377119  1.829837
O  -2.605970  -1.819344  2.604090
H  -2.842797  -1.668567  1.688983
H  -2.288819  -0.970645  2.912874
O  1.249371  3.070142  0.784566
H  1.585257  3.907716  0.465389
H  2.021847  2.507753  0.841397
O  -1.751814  -1.908646  -3.077945
H  -1.189398  -2.167620  -2.347975
H  -2.463780  -1.416273  -2.669399
O  2.110891  0.695716  -3.134688
H  2.968057  1.048903  -2.896472
H  1.486315  1.230822  -2.644990
O  1.322479  -0.097441  2.306616
H  1.884840  0.429725  1.739099
H  0.501578  0.392636  2.353184
O  -3.703434  -1.372543  0.061498
H  -4.020199  -0.478879  -0.069828
H  -4.312084  -1.918479  -0.436235
O  0.254725  2.563367  -2.014735
H  0.144413  2.769593  -1.086552
H  -0.634598  2.410052  -2.333854
O  3.279697  1.122488  0.901085
H  3.943365  1.810677  0.947713
H  3.647767  0.474423  0.300444
O  0.291903  -2.429057  0.878658
H  0.691435  -1.644062  1.253332
H  -0.204753  -2.813648  1.600921
O  0.471244  -3.357889  -1.743356
H  0.464514  -3.119070  -0.816449
H  1.192927  -3.981332  -1.825313

Force components x, y, z for each atom (eV/Å):
-0.014 0.005 -0.042
-0.181 -0.373 0.275
-0.210 0.017 -0.042
0.457 0.411 -0.216
0.251 -0.239 0.540
-0.231 -0.030 -0.516
0.130 0.199 0.147
-0.518 0.343 0.008
-0.044 0.368 -0.013
0.214 -0.617 -0.138
-0.343 0.210 -0.317
0.518 -0.354 0.145
-0.149 0.090 0.095
0.386 -0.445 -0.177
0.184 0.081 -0.073
-0.467 0.368 0.211
-0.229 -0.479 0.152
0.349 0.100 -0.017
-0.536 0.119 0.122
0.151 0.112 -0.187
-0.073 0.268 0.031
-0.123 -0.326 -0.074
0.022 0.132 -0.177
0.210 -0.052 0.527
-0.199 -0.117 -0.278
0.217 0.361 -0.131
0.388 0.128 0.219
-0.055 -0.359 -0.319
-0.080 -0.467 -0.360
0.331 0.588 0.340
-0.300 -0.103 0.176
-0.093 -0.116 -0.524
-0.038 0.280 0.790
0.075 -0.103 -0.178

Properties
energy above the lowest of the compared OMol25 structures with the same formula, charge and spin	21.8	kcal/mol
HOMO level	-10.42	eV
LUMO level	-0.0139	Ha
total charge	0
E	-843.73294	a.u.

Results of the Löwdin charge analysis, in e, for atoms 1 through 4:
1 He 0.134
2 O -0.059
3 H 0.039
4 H -0.014

***

[2]
ORCA calculation (ωB97M-V/def2-TZVPD) on 12 unconnected molecules or ions with the total composition H22NO14 at a distorted geometry.

CARTESIAN COORDINATES (ANGSTROEM)
N  -0.133676  -0.464054  -0.571243
O  -1.029676  0.363946  -0.913243
O  -0.214676  -0.866054  0.619757
O  0.862324  -0.576054  -1.244243
O  -0.653676  0.549946  3.579757
H  -0.841676  0.903946  2.721757
H  0.241324  0.255946  3.410757
O  2.272324  2.377946  -1.709243
H  2.087324  2.194946  -0.856243
H  2.275324  1.441946  -2.036243
O  -3.490676  -0.754054  -0.239243
H  -3.857676  -0.303054  0.706757
H  -2.890676  -0.252054  -0.504243
O  -1.439676  1.725946  1.264757
H  -1.348676  1.391946  0.308757
H  -0.803676  2.473946  1.078757
O  2.889324  -2.327054  0.690757
H  2.385324  -3.134054  0.993757
H  2.422324  -1.801054  0.227757
O  1.522324  1.949946  0.961757
H  1.758324  1.108946  1.320757
H  1.973324  2.778946  1.351757
O  -1.433676  -0.907054  -3.560243
H  -1.786676  -1.815054  -3.402243
H  -1.054676  -0.508054  -2.828243
O  1.797324  -0.028054  2.736757
H  1.253324  -0.201054  2.001757
H  2.377324  -0.622054  2.998757
O  -1.172676  -2.715054  2.398757
H  -1.428676  -2.105054  3.187757
H  -0.744676  -2.118054  1.755757
O  2.480324  0.415946  -3.208243
H  1.993324  -0.447054  -2.766243
H  3.463324  0.225946  -2.913243
O  -3.551676  0.773946  -2.392243
H  -3.492676  -0.114054  -2.634243
H  -2.684676  1.123946  -2.538243

Force components x, y, z for each atom (eV/Å):
-1.208 3.124 3.031
0.081 -1.038 -1.618
0.862 -0.743 -0.944
1.134 -1.514 -0.845
-0.023 -0.534 1.144
-1.067 0.732 -1.223
0.356 -0.168 0.825
1.078 0.157 -3.830
-1.169 -0.160 4.933
-0.113 1.320 -0.673
-10.362 -5.780 8.152
1.840 -1.929 -4.207
8.290 7.226 -3.501
1.213 1.675 -2.400
-0.667 -0.514 1.693
-0.807 -0.789 1.127
5.261 -7.333 6.078
0.506 1.827 -0.848
-5.895 5.561 -5.250
-0.028 3.493 -0.689
1.146 0.253 1.034
-0.800 -2.861 -0.496
-1.775 -2.273 -3.215
0.786 1.395 0.419
1.055 0.772 2.705
-2.673 5.629 0.136
-0.973 -1.965 -1.429
3.907 -4.893 1.054
-0.407 1.377 2.117
0.788 -1.377 -2.293
-0.509 -0.167 0.357
1.629 -4.908 1.872
1.461 3.233 -1.722
-2.761 0.620 -1.065
-1.108 2.462 0.375
0.201 -2.168 -0.584
0.752 0.259 -0.220

Properties
energy above the lowest of the compared OMol25 structures with the same formula, charge and spin	113.4	kcal/mol
HOMO level	-7.34	eV
LUMO level	0.0982	Ha
total charge	-1
E	-1121.16189	a.u.

Results of the Löwdin charge analysis, in e, for atoms 1 through 4:
1 N -0.482
2 O -0.061
3 O -0.028
4 O 0.022

***

The highest total charge belongs to which entry? H22HeO11

***

Copy entry 1 word for word.
ORCA calculation (ωB97M-V/def2-TZVPD) on a molecular structure, H22HeO11.

CARTESIAN COORDINATES (ANGSTROEM)
He  -0.281560  0.164700  -0.217919
O  -1.076928  1.890757  2.144962
H  -1.821386  2.296905  1.701058
H  -0.315105  2.377119  1.829837
O  -2.605970  -1.819344  2.604090
H  -2.842797  -1.668567  1.688983
H  -2.288819  -0.970645  2.912874
O  1.249371  3.070142  0.784566
H  1.585257  3.907716  0.465389
H  2.021847  2.507753  0.841397
O  -1.751814  -1.908646  -3.077945
H  -1.189398  -2.167620  -2.347975
H  -2.463780  -1.416273  -2.669399
O  2.110891  0.695716  -3.134688
H  2.968057  1.048903  -2.896472
H  1.486315  1.230822  -2.644990
O  1.322479  -0.097441  2.306616
H  1.884840  0.429725  1.739099
H  0.501578  0.392636  2.353184
O  -3.703434  -1.372543  0.061498
H  -4.020199  -0.478879  -0.069828
H  -4.312084  -1.918479  -0.436235
O  0.254725  2.563367  -2.014735
H  0.144413  2.769593  -1.086552
H  -0.634598  2.410052  -2.333854
O  3.279697  1.122488  0.901085
H  3.943365  1.810677  0.947713
H  3.647767  0.474423  0.300444
O  0.291903  -2.429057  0.878658
H  0.691435  -1.644062  1.253332
H  -0.204753  -2.813648  1.600921
O  0.471244  -3.357889  -1.743356
H  0.464514  -3.119070  -0.816449
H  1.192927  -3.981332  -1.825313

Force components x, y, z for each atom (eV/Å):
-0.014 0.005 -0.042
-0.181 -0.373 0.275
-0.210 0.017 -0.042
0.457 0.411 -0.216
0.251 -0.239 0.540
-0.231 -0.030 -0.516
0.130 0.199 0.147
-0.518 0.343 0.008
-0.044 0.368 -0.013
0.214 -0.617 -0.138
-0.343 0.210 -0.317
0.518 -0.354 0.145
-0.149 0.090 0.095
0.386 -0.445 -0.177
0.184 0.081 -0.073
-0.467 0.368 0.211
-0.229 -0.479 0.152
0.349 0.100 -0.017
-0.536 0.119 0.122
0.151 0.112 -0.187
-0.073 0.268 0.031
-0.123 -0.326 -0.074
0.022 0.132 -0.177
0.210 -0.052 0.527
-0.199 -0.117 -0.278
0.217 0.361 -0.131
0.388 0.128 0.219
-0.055 -0.359 -0.319
-0.080 -0.467 -0.360
0.331 0.588 0.340
-0.300 -0.103 0.176
-0.093 -0.116 -0.524
-0.038 0.280 0.790
0.075 -0.103 -0.178

Properties
energy above the lowest of the compared OMol25 structures with the same formula, charge and spin	21.8	kcal/mol
HOMO level	-10.42	eV
LUMO level	-0.0139	Ha
total charge	0
E	-843.73294	a.u.

Results of the Löwdin charge analysis, in e, for atoms 1 through 4:
1 He 0.134
2 O -0.059
3 H 0.039
4 H -0.014